{
  "formula": "C9H14",
  "method": "ωB97M-V/def2-TZVPD",
  "lumo_ev": 1.008,
  "e_tot_ha": -351.32768,
  "total_charge": 0,
  "mol_weight_g_mol": 122.2,
  "gap_ev": 10.08,
  "smiles": "Cc1ccccc1.CC",
  "symbols": ["H", "H", "C", "H", "H", "H", "C", "H", "C", "H", "H", "C", "C", "C", "C", "C", "H", "C", "H", "H", "H", "H", "H"],
  "positions_angstrom": [[3.314, -0.997, -0.496], [1.187, -2.263, 0.006], [-0.463, 0.013, -1.545], [-1.100, 3.742, -0.182], [3.938, -1.513, 1.085], [3.638, -2.692, -0.186], [3.264, -1.773, 0.267], [1.458, -0.970, 1.157], [-1.334, 3.024, 0.606], [-2.992, 0.937, 1.195], [-1.394, -1.920, -1.542], [-2.279, 0.687, 0.421], [-1.357, 1.643, 0.005], [-1.380, -0.928, -1.108], [-2.302, -0.582, -0.125], [-0.453, 1.289, -0.992], [-3.033, -1.312, 0.200], [1.841, -1.927, 0.810], [-0.602, 3.101, 1.407], [0.268, 2.026, -1.327], [-2.309, 3.312, 0.999], [1.822, -2.635, 1.637], [0.269, -0.263, -2.294]],
  "forces_ev_per_angstrom": [[0.030, 0.089, 0.029], [-0.185, -0.119, 0.165], [0.164, 0.049, 0.133], [0.189, 0.093, 0.173], [0.120, 0.094, -0.149], [-0.068, -0.069, 0.049], [-0.078, -0.006, 0.298], [-0.053, 0.032, 0.093], [-0.217, -0.006, -0.415], [-0.074, 0.091, 0.060], [0.017, 0.001, 0.023], [-0.083, 0.096, 0.186], [-0.067, -0.082, 0.009], [-0.206, 0.031, 0.004], [0.212, -0.260, -0.281], [0.026, -0.060, 0.011], [-0.001, 0.058, 0.065], [0.361, 0.062, -0.462], [0.093, 0.067, 0.022], [0.014, -0.046, -0.055], [-0.009, -0.125, 0.111], [-0.145, -0.074, -0.020], [-0.037, 0.084, -0.051]]
}